Record 1
8
Properties=species:S:1:pos:R:3 method="wB97M-V/def2-TZVPD" gap_ev=6.5 de_lowest_kcal_mol=48.5 lumo_ha=-0.0727 max_force_ev_per_a=1.1 spin_multiplicity=1 smiles="O=S.CS"
C 1.591 1.119 0.331
H 0.866 1.231 1.141
H 2.571 1.475 0.656
H 1.264 1.732 -0.512
H 2.072 -1.151 0.880
O -1.850 0.836 -0.502
S -1.760 -0.453 0.259
S 1.665 -0.590 -0.268



Record 2
8
Properties=species:S:1:pos:R:3 method="wB97M-V/def2-TZVPD" gap_ev=10.4 de_lowest_kcal_mol=12.8 lumo_ha=0.0195 max_force_ev_per_a=2.3 spin_multiplicity=1 smiles="O=CS.S"
C -1.034 -1.572 0.373
H 1.288 2.774 -0.834
H 1.991 0.971 -1.117
H -0.166 0.557 0.580
H -1.447 -2.452 0.893
O -0.897 -1.505 -0.817
S 0.873 1.515 -0.601
S -0.607 -0.288 1.523



Record 3
9
Properties=species:S:1:pos:R:3 method="wB97M-V/def2-TZVPD" gap_ev=9.6 de_lowest_kcal_mol=36.7 lumo_ha=-0.0050 max_force_ev_per_a=4.3 spin_multiplicity=1 smiles="CS[S@@H](=O)=S"
C 1.524 0.349 0.319
O -0.823 -1.503 0.356
S -3.244 0.161 -0.003
S -0.069 1.294 0.093
S -1.408 -0.305 -0.231
H 2.202 1.065 0.706
H 1.699 -0.189 -0.520
H 1.344 -0.514 1.024
H -1.224 -0.358 -1.745



Record 4
7
Properties=species:S:1:pos:R:3 method="wB97M-V/def2-TZVPD" gap_ev=7.3 lumo_ha=-0.0070 max_force_ev_per_a=6.9 spin_multiplicity=1
Sn 1.016 -0.112 0.641
O 1.596 -1.543 -0.270
H 1.220 -2.420 -0.317
C -0.680 0.883 0.075
H -1.585 0.261 -0.024
H -0.583 1.307 -0.940
H -0.984 1.624 0.835



Record 5
8
Properties=species:S:1:pos:R:3 method="wB97M-V/def2-TZVPD" gap_ev=7.7 de_lowest_kcal_mol=55.2 lumo_ha=-0.0307 max_force_ev_per_a=1.9 spin_multiplicity=1 smiles="PC(P)=S"
C -0.353 0.661 0.625
P -0.904 -1.146 0.379
P 1.001 1.118 -0.506
S -0.779 1.494 1.959
H 0.161 -1.841 0.993
H -1.812 -0.788 1.438
H 0.454 0.590 -1.752
H 0.410 2.331 -0.594



Record 6
7
Properties=species:S:1:pos:R:3 method="wB97M-V/def2-TZVPD" gap_ev=8.5 de_lowest_kcal_mol=28.7 lumo_ha=-0.0212 max_force_ev_per_a=0.5 spin_multiplicity=1 smiles="C=S.S"
C -2.039 0.422 0.371
S 2.984 -0.454 0.166
S -1.594 -1.090 0.068
H -1.867 0.872 1.341
H -2.510 1.046 -0.377
H 1.683 -0.314 -0.042
H 3.135 -1.166 -0.942



Record 7
9
Properties=species:S:1:pos:R:3 method="wB97M-V/def2-TZVPD" gap_ev=7.7 de_lowest_kcal_mol=24.7 lumo_ha=-0.0265 max_force_ev_per_a=4.0 spin_multiplicity=1
C 1.201 -0.605 -1.308
S -0.082 1.541 0.526
S -1.499 0.055 1.547
S 1.590 0.389 0.211
S -3.317 0.162 0.995
H 1.115 -1.606 -0.922
H 1.934 -0.271 -2.127
H 0.159 -0.190 -1.790
H -1.100 0.524 2.867



Record 8
9
Properties=species:S:1:pos:R:3 method="wB97M-V/def2-TZVPD" gap_ev="7.0 / 7.0" de_lowest_kcal_mol=4.8 s2=2.010 lumo_ha="0.0058 / -0.0820" max_force_ev_per_a=3.1 spin_multiplicity=3
C 0.929 -0.693 -0.636
S -0.369 1.981 -0.525
S -1.247 -0.664 2.052
S 1.087 0.705 0.346
S -1.263 -1.936 0.437
H 1.548 -1.352 -0.116
H 0.297 -0.763 -1.458
H 0.502 2.186 -1.508
H -1.484 0.535 1.408



Record 9
6
Properties=species:S:1:pos:R:3 method="wB97M-V/def2-TZVPD" gap_ev=9.4 de_lowest_kcal_mol=7.6 lumo_ha=0.0280 max_force_ev_per_a=3.9 spin_multiplicity=1 smiles=C[SeH]
C -0.103 0.293 0.535
Se -0.297 -1.412 -0.482
H -0.395 0.367 1.552
H 0.928 0.517 0.469
H -0.427 1.066 -0.243
H 0.293 -0.830 -1.831



Record 10
6
Properties=species:S:1:pos:R:3 method="wB97M-V/def2-TZVPD" gap_ev="8.1 / 9.0" de_lowest_kcal_mol=0.0 s2=2.006 lumo_ha="0.0319 / -0.0347" max_force_ev_per_a=4.3 spin_multiplicity=3
C -0.307 0.369 -0.045
Se 1.487 -0.068 0.050
H -1.117 -1.298 -1.357
H -0.927 0.275 0.770
H -0.607 0.781 -0.889
H 1.471 -0.059 1.472